{
  "formula": "C2H10N",
  "method": "wB97M-V/def2-TZVPD",
  "species": ["N", "H", "H", "H", "H", "C", "C", "H", "H", "H", "H", "H", "H"],
  "positions_angstrom": [[1.143, -1.845, -0.075], [1.701, -2.710, -0.040], [1.152, -1.398, -0.995], [0.171, -2.043, 0.166], [1.656, -1.218, 0.554], [-1.084, 0.976, 0.663], [-0.367, 1.302, -0.553], [-0.550, 0.452, 1.454], [-2.011, 0.328, 0.391], [-1.550, 1.903, 1.054], [-0.007, 0.449, -1.157], [-0.896, 1.997, -1.206], [0.640, 1.808, -0.256]],
  "lowdin_charge": [0.34, 0.18, 0.15, 0.16, 0.17, 0.00, -0.01, 0.11, 0.25, 0.16, 0.12, 0.13, 0.25],
  "charge": 2,
  "e_lumo_ev": [-8.47, -15.79],
  "spin_multiplicity": 2
}

---

{
  "formula": "C2H10N2",
  "method": "wB97M-V/def2-TZVPD",
  "species": ["C", "N", "C", "H", "H", "H", "H", "H", "H", "H", "N", "H", "H", "H"],
  "positions_angstrom": [[-0.681, -0.651, -0.932], [-0.422, -0.242, 0.487], [-1.313, 0.917, 0.811], [-0.645, 0.311, -1.511], [-1.644, -1.017, -1.083], [-0.042, -1.425, -1.362], [-0.464, -1.084, 1.100], [-2.420, 1.076, 0.860], [-1.225, 0.895, 1.913], [-0.697, 1.899, 0.474], [2.423, -0.459, -0.306], [2.277, 0.244, -1.036], [3.240, -0.069, 0.182], [1.612, -0.394, 0.403]],
  "lowdin_charge": [-0.15, -0.21, -0.17, 0.09, 0.04, 0.07, 0.11, 0.07, 0.06, 0.12, -0.03, 0.00, 0.00, 0.01],
  "charge": 0,
  "e_lumo_ev": 1.05,
  "smiles": "CNC.N"
}

---

{
  "formula": "C2H10N2",
  "method": "wB97M-V/def2-TZVPD",
  "species": ["C", "N", "H", "H", "H", "H", "H", "C", "N", "H", "H", "H", "H", "H"],
  "positions_angstrom": [[-0.190, 3.917, 0.662], [0.339, 5.228, 0.453], [-0.544, 3.560, -0.320], [-1.034, 3.888, 1.372], [0.596, 3.232, 1.022], [-0.343, 5.988, 0.348], [1.007, 5.336, -0.319], [-0.418, -4.107, -0.594], [0.461, -5.211, -0.296], [-1.192, -4.079, 0.191], [-0.911, -4.258, -1.569], [0.102, -3.135, -0.610], [1.237, -5.366, -0.950], [0.891, -4.993, 0.609]],
  "lowdin_charge": [-0.23, -0.11, 0.06, 0.07, 0.07, 0.06, 0.06, -0.23, -0.10, 0.07, 0.07, 0.06, 0.06, 0.06],
  "charge": 0,
  "e_lumo_ev": 1.15,
  "smiles": "CN.CN"
}

---

{
  "formula": "C2H10N2O",
  "method": "wB97M-V/def2-TZVPD",
  "species": ["N", "C", "N", "H", "H", "H", "H", "H", "H", "C", "O", "H", "H", "H", "H"],
  "positions_angstrom": [[0.737, 0.350, 2.374], [1.876, 0.101, 1.553], [2.771, 1.279, 1.456], [0.209, 1.158, 2.069], [1.063, 0.607, 3.300], [1.559, -0.167, 0.540], [2.463, -0.750, 1.900], [3.623, 1.099, 0.939], [2.276, 2.031, 0.989], [-2.598, -0.625, -2.446], [-3.746, -1.489, -2.516], [-1.901, -0.992, -1.679], [-2.902, 0.373, -2.147], [-2.000, -0.696, -3.359], [-3.431, -2.279, -2.971]],
  "lowdin_charge": [-0.01, -0.39, -0.02, 0.06, 0.07, 0.10, 0.10, 0.05, 0.05, -0.16, -0.13, 0.07, 0.08, 0.07, 0.07],
  "charge": 0,
  "e_lumo_ev": 0.80,
  "smiles": "NCN.CO"
}

---

{
  "formula": "C2H10N2O",
  "method": "wB97M-V/def2-TZVPD",
  "species": ["C", "N", "H", "H", "H", "H", "H", "H", "N", "C", "O", "H", "H", "H", "H"],
  "positions_angstrom": [[-2.949, -1.976, -0.117], [2.610, 1.415, 3.628], [-3.276, -2.774, -0.824], [-2.751, -1.282, -0.919], [-3.712, -2.376, 0.572], [3.495, 1.905, 3.420], [2.157, 2.004, 4.332], [2.047, 1.774, 2.830], [1.454, 0.231, -2.176], [0.054, 0.510, -2.409], [-0.274, 1.630, -2.670], [1.483, 0.897, -1.372], [2.199, 0.520, -2.790], [-0.664, -0.358, -2.182], [-1.875, -2.122, 0.678]],
  "lowdin_charge": [-0.10, -0.02, 0.00, -0.02, 0.00, 0.01, 0.00, 0.01, 0.03, -0.36, 0.05, 0.09, 0.07, 0.13, 0.12],
  "charge": 0,
  "e_lumo_ev": 0.68
}

---

{
  "formula": "C2H10N2O",
  "method": "wB97M-V/def2-TZVPD",
  "species": ["N", "C", "C", "N", "H", "H", "H", "H", "H", "H", "H", "H", "O", "H", "H"],
  "positions_angstrom": [[-0.078, -2.779, 0.478], [0.788, -1.451, 0.120], [-0.088, -0.199, 0.121], [0.766, 0.896, 0.282], [-0.930, -2.239, 1.035], [-0.568, -3.106, -0.462], [1.553, -1.361, 0.960], [1.540, -1.786, -0.723], [-0.894, -0.270, 0.921], [-0.551, -0.067, -0.917], [1.623, 0.844, -0.279], [1.055, 1.412, 1.138], [-1.237, 2.929, -0.937], [-1.376, 3.785, -0.444], [-0.570, 2.438, -0.505]],
  "lowdin_charge": [-0.09, -0.28, -0.35, -0.07, 0.09, 0.08, 0.10, 0.13, 0.13, 0.13, 0.09, 0.11, -0.08, 0.06, -0.06],
  "charge": 0,
  "e_lumo_ev": 0.92,
  "smiles": "NCCN.O"
}

---

{
  "formula": "C2H10N2O2",
  "method": "wB97M-V/def2-TZVPD",
  "species": ["C", "N", "C", "N", "H", "H", "H", "H", "H", "H", "O", "H", "H", "O", "H", "H"],
  "positions_angstrom": [[2.279, -1.746, 0.691], [2.402, -0.418, 0.107], [2.135, -0.243, -1.138], [1.542, -1.263, -1.865], [2.190, -1.536, 1.763], [3.139, -2.377, 0.524], [1.366, -2.300, 0.448], [2.275, 0.783, -1.458], [1.695, -1.320, -2.857], [1.205, -2.072, -1.380], [-2.550, 0.862, 1.125], [-2.348, -0.094, 1.216], [-3.369, 0.921, 1.634], [-4.158, 3.444, 0.025], [-4.372, 4.205, 0.567], [-3.433, 3.155, 0.596]],
  "lowdin_charge": [-0.17, -0.06, -0.29, 0.07, 0.07, 0.07, 0.05, 0.11, 0.08, 0.06, -0.07, 0.05, 0.03, -0.06, 0.03, 0.01],
  "charge": 0,
  "e_lumo_ev": 0.66,
  "smiles": "C/N=C\\N.O.O"
}

---

{
  "formula": "C2H10N2O2",
  "method": "wB97M-V/def2-TZVPD",
  "species": ["N", "C", "O", "O", "H", "H", "H", "H", "H", "C", "N", "H", "H", "H", "H", "H"],
  "positions_angstrom": [[1.449, 0.043, -1.027], [1.835, -0.434, 0.299], [2.092, 0.669, 1.103], [0.847, -1.250, 0.795], [1.296, -0.747, -1.643], [2.189, 0.616, -1.416], [2.768, -1.024, 0.304], [1.265, 1.155, 1.214], [0.007, -0.740, 0.777], [-2.374, -0.143, -0.172], [-1.212, 0.596, 0.305], [-2.963, -0.466, 0.686], [-2.028, -1.024, -0.707], [-3.024, 0.436, -0.839], [-1.512, 1.429, 0.803], [-0.635, 0.884, -0.482]],
  "lowdin_charge": [0.06, -0.59, 0.01, -0.01, 0.08, 0.08, 0.15, 0.08, 0.04, -0.17, -0.08, 0.07, 0.07, 0.07, 0.08, 0.05],
  "charge": 0,
  "e_lumo_ev": 0.88,
  "smiles": "NC(O)O.CN"
}

---

{
  "formula": "C2H10N2O3",
  "method": "wB97M-V/def2-TZVPD",
  "species": ["C", "N", "C", "N", "O", "H", "H", "H", "H", "H", "H", "O", "H", "H", "O", "H", "H"],
  "positions_angstrom": [[-0.104, -1.654, 0.656], [-0.225, -0.305, 1.236], [-1.029, 0.583, 0.651], [-0.819, 1.880, 0.697], [-1.995, 0.088, 0.023], [0.080, -2.393, 1.480], [-1.171, -1.827, 0.395], [0.551, -1.717, -0.202], [0.625, 0.179, 1.604], [-0.470, 2.159, 1.574], [-1.558, 2.420, 0.185], [0.153, 0.660, -2.068], [-0.276, 0.024, -2.648], [-0.440, 0.610, -1.306], [3.110, -1.111, -0.570], [2.635, -0.491, -1.059], [3.974, -0.650, -0.477]],
  "lowdin_charge": [-0.06, 0.01, -0.72, 0.18, -0.02, 0.10, 0.09, 0.06, 0.15, 0.09, 0.16, -0.05, 0.05, -0.02, -0.05, -0.02, 0.06],
  "charge": 0,
  "e_lumo_ev": 0.63,
  "smiles": "CNC(N)=O.O.O"
}

---

{
  "formula": "C2H10N2O3",
  "method": "wB97M-V/def2-TZVPD",
  "species": ["C", "N", "C", "N", "O", "H", "H", "H", "H", "H", "H", "H", "H", "O", "H", "H", "O"],
  "positions_angstrom": [[-0.078, -1.123, 0.655], [0.863, -0.183, 1.186], [1.181, 0.833, 0.065], [1.376, 2.145, 0.655], [2.076, 0.365, -0.688], [0.188, -1.485, -0.346], [-1.019, -0.585, 0.482], [-0.319, -1.956, 1.311], [1.740, -0.677, 1.390], [1.424, 2.084, 1.660], [2.228, 2.572, 0.311], [-1.774, -0.461, -1.178], [0.131, 0.901, -0.427], [-1.333, 0.526, -1.189], [-1.835, 1.029, -1.823], [-2.773, -2.227, -1.264], [-2.075, -1.758, -0.800]],
  "lowdin_charge": [-0.14, 0.09, -0.59, 0.13, 0.14, 0.11, 0.06, 0.11, 0.13, 0.08, 0.10, -0.01, 0.18, -0.11, 0.05, -0.03, -0.30],
  "charge": 0,
  "e_lumo_ev": -4.20
}

---

{
  "formula": "C2H10N2O3P",
  "method": "wB97M-V/def2-TZVPD",
  "species": ["C", "C", "N", "N", "O", "O", "O", "P", "H", "H", "H", "H", "H", "H", "H", "H", "H", "H"],
  "positions_angstrom": [[0.091, -1.674, -0.930], [0.643, -0.449, -0.295], [0.769, -2.312, 0.183], [1.758, 0.106, -0.646], [-1.096, 1.118, 1.909], [-0.613, 3.008, 0.301], [-1.589, 0.893, -0.327], [-1.841, 2.099, 0.816], [0.576, -1.748, -1.827], [-0.959, -1.866, -0.977], [0.131, -0.041, 0.663], [1.588, -3.015, 0.091], [0.181, -2.821, 0.921], [2.221, -0.263, -1.454], [-1.976, 1.223, -1.169], [2.316, 0.749, -0.143], [-1.685, 1.047, 2.699], [-0.515, 3.945, 0.186]],
  "lowdin_charge": [-0.14, -0.15, 0.02, 0.20, -0.29, -0.24, -0.32, 0.76, 0.10, 0.13, 0.14, 0.16, 0.15, 0.13, 0.07, 0.13, 0.08, 0.06],
  "charge": 1,
  "e_lumo_ev": -2.78
}

---

{
  "formula": "C2H10N2S",
  "method": "wB97M-V/def2-TZVPD",
  "species": ["N", "C", "N", "H", "H", "H", "H", "H", "H", "C", "S", "H", "H", "H", "H"],
  "positions_angstrom": [[1.078, -2.755, 0.909], [0.378, -2.297, -0.292], [0.910, -2.957, -1.486], [2.068, -2.846, 0.726], [0.976, -2.160, 1.723], [-0.664, -2.526, -0.137], [0.549, -1.237, -0.498], [1.746, -2.471, -1.778], [1.120, -3.928, -1.295], [-1.340, 4.318, 0.569], [-1.949, 3.028, -0.564], [-1.833, 4.220, 1.533], [-0.266, 4.303, 0.661], [-1.666, 5.250, 0.113], [-1.107, 2.058, -0.185]],
  "lowdin_charge": [-0.03, -0.37, -0.01, 0.05, 0.05, 0.09, 0.10, 0.05, 0.06, -0.49, 0.61, 0.02, 0.02, 0.02, -0.18],
  "charge": 0,
  "e_lumo_ev": 0.78,
  "smiles": "NCN.CS"
}

---

{
  "formula": "C2H10N3",
  "method": "wB97M-V/def2-TZVPD",
  "species": ["C", "C", "N", "N", "N", "H", "H", "H", "H", "H", "H", "H", "H", "H", "H"],
  "positions_angstrom": [[2.522, -0.090, 0.462], [0.925, -0.026, -0.092], [0.557, 0.241, -1.327], [-0.054, -0.237, 0.757], [-2.507, -0.076, 0.053], [2.657, 0.256, 1.488], [3.162, 0.489, -0.280], [2.735, -1.272, 0.397], [-0.401, 0.201, -1.668], [1.253, 0.409, -2.029], [0.229, -0.284, 1.770], [-1.121, -0.136, 0.306], [-2.511, -1.094, -0.087], [-3.093, 0.171, 0.803], [-2.979, 0.303, -0.711]],
  "lowdin_charge": [0.03, -0.37, 0.17, 0.11, 0.10, 0.06, 0.09, 0.13, 0.13, 0.13, 0.15, 0.04, 0.11, 0.07, 0.06],
  "charge": 1,
  "e_lumo_ev": -2.98
}

---

{
  "formula": "C2H10N3",
  "method": "wB97M-V/def2-TZVPD",
  "species": ["N", "C", "N", "C", "N", "H", "H", "H", "H", "H", "H", "H", "H", "H", "H"],
  "positions_angstrom": [[0.544, 1.242, 1.450], [1.162, 0.062, 0.889], [0.097, -0.718, 0.174], [-0.682, 0.122, -0.855], [-1.375, -0.775, -1.717], [1.220, 1.802, 1.956], [-0.142, 0.961, 2.150], [1.827, 0.393, 0.090], [1.678, -0.627, 1.556], [-0.661, -1.113, 0.739], [0.547, -1.520, -0.260], [-1.305, 0.752, -0.227], [0.028, 0.794, -1.317], [-2.157, -0.312, -2.163], [-0.781, -1.062, -2.463]],
  "lowdin_charge": [0.04, -0.21, 0.06, -0.21, 0.05, 0.10, 0.10, 0.14, 0.13, 0.18, 0.17, 0.13, 0.13, 0.10, 0.08],
  "charge": 1,
  "e_lumo_ev": -3.28,
  "smiles": "NC[NH2+]CN"
}

---

{
  "formula": "C2H10N3O",
  "method": "wB97M-V/def2-TZVPD",
  "species": ["C", "N", "C", "N", "N", "H", "H", "H", "H", "H", "H", "H", "H", "H", "H", "O"],
  "positions_angstrom": [[0.475, 2.444, 0.804], [-0.201, 1.257, 0.260], [0.328, 0.094, -0.031], [-0.335, -0.756, -0.878], [1.583, -0.232, 0.324], [0.434, 3.250, 0.083], [-0.003, 2.843, 1.698], [1.498, 2.234, 1.090], [-0.966, 1.529, -0.330], [-0.009, -0.620, -1.840], [-0.770, -1.701, -0.835], [1.933, -1.134, 0.031], [2.133, 0.433, 0.848], [-1.576, -3.851, -0.413], [-2.647, -2.823, -0.120], [-1.880, -2.967, -0.692]],
  "lowdin_charge": [-0.01, 0.07, -0.42, 0.12, 0.23, 0.10, 0.10, 0.08, 0.16, 0.13, 0.06, 0.14, 0.11, 0.09, 0.08, -0.04],
  "charge": 1,
  "e_lumo_ev": -3.14
}

---

{
  "formula": "C2H10N3O",
  "method": "wB97M-V/def2-TZVPD",
  "species": ["C", "N", "C", "N", "N", "H", "H", "H", "H", "H", "H", "H", "H", "H", "H", "O"],
  "positions_angstrom": [[-1.514, 0.238, -1.486], [-0.110, 0.140, -1.068], [0.307, -0.625, 0.000], [1.661, -0.785, 0.099], [-0.619, -1.167, 0.898], [-2.078, 0.903, -0.844], [-2.097, -0.648, -1.482], [-1.457, 0.519, -2.511], [0.578, 0.493, -1.760], [2.471, -0.637, -0.424], [1.900, -0.949, 1.140], [-0.380, -2.107, 1.260], [-1.545, -0.721, 0.994], [0.360, 2.521, 0.580], [0.061, 2.040, 2.199], [0.363, 1.699, 1.282]],
  "lowdin_charge": [-0.05, 0.02, -0.39, 0.18, 0.18, 0.09, 0.08, 0.09, 0.17, 0.10, 0.17, 0.14, 0.13, 0.14, 0.09, -0.16],
  "charge": 1,
  "e_lumo_ev": -3.05
}

---

{
  "formula": "C2H10N4",
  "method": "wB97M-V/def2-TZVPD",
  "species": ["C", "C", "N", "N", "N", "N", "H", "H", "H", "H", "H", "H", "H", "H", "H", "H"],
  "positions_angstrom": [[-2.318, 0.669, 0.125], [-0.937, 0.141, 0.004], [2.606, 1.676, -0.165], [2.049, -1.704, 0.210], [2.800, 0.432, 0.050], [1.926, -0.462, -0.247], [-2.476, 1.500, -0.580], [-3.099, -0.062, 0.000], [-2.538, 0.880, 1.210], [-0.161, 0.892, 0.168], [-0.714, -0.548, 0.857], [1.607, 1.788, -0.538], [-0.688, -0.314, -1.092], [2.567, -1.918, 1.068], [1.145, -2.217, 0.175], [3.605, 0.194, 0.725]],
  "lowdin_charge": [-0.20, -0.24, -0.03, -0.02, -0.22, -0.11, 0.07, 0.05, 0.08, 0.02, 0.06, 0.05, 0.12, 0.08, 0.09, 0.19],
  "charge": 0,
  "e_lumo_ev": [0.77, 0.76]
}

---

{
  "formula": "C2H10N4",
  "method": "wB97M-V/def2-TZVPD",
  "species": ["C", "N", "H", "H", "H", "H", "H", "C", "N", "N", "N", "H", "H", "H", "H", "H"],
  "positions_angstrom": [[-1.527, -0.767, -1.004], [-1.172, -0.040, 0.213], [-1.771, 0.764, 0.383], [-0.842, -0.600, 1.086], [-2.324, -1.467, -0.751], [-0.662, -1.299, -1.399], [-1.870, -0.099, -1.795], [0.526, 0.665, 0.209], [1.548, 0.303, -0.690], [0.852, -0.541, 1.571], [0.266, 1.900, 0.450], [1.826, -0.666, -0.719], [1.542, 0.791, -1.575], [1.199, -0.054, 2.390], [1.369, -1.402, 1.419], [1.040, 2.512, 0.212]],
  "lowdin_charge": [-0.10, -0.03, 0.11, 0.11, 0.08, 0.07, 0.08, -0.56, 0.08, -0.04, 0.02, 0.07, 0.08, 0.01, 0.00, 0.02],
  "charge": 0,
  "e_lumo_ev": 0.82
}

---

{
  "formula": "C2H10N4",
  "method": "wB97M-V/def2-TZVPD",
  "species": ["C", "N", "C", "N", "N", "N", "H", "H", "H", "H", "H", "H", "H", "H", "H", "H"],
  "positions_angstrom": [[-1.613, -0.545, -0.285], [-0.327, -0.377, 0.365], [0.389, -1.638, 0.386], [0.464, 0.601, -0.396], [-0.282, 1.799, -0.424], [1.709, 0.716, 0.259], [-2.120, 0.414, -0.332], [-1.516, -0.948, -1.301], [-2.200, -1.233, 0.320], [1.367, -1.488, 0.834], [-0.184, -2.333, 0.998], [0.517, -2.061, -0.619], [0.129, 2.421, -1.111], [-0.319, 2.262, 0.490], [1.637, 1.196, 1.162], [2.350, 1.215, -0.347]],
  "lowdin_charge": [-0.12, -0.25, -0.12, -0.29, 0.01, 0.01, 0.06, 0.08, 0.08, 0.06, 0.08, 0.08, 0.08, 0.08, 0.08, 0.08],
  "charge": 0,
  "e_lumo_ev": 1.24,
  "smiles": "CN(C)N(N)N"
}

---

{
  "formula": "C2H10N4",
  "method": "wB97M-V/def2-TZVPD",
  "species": ["H", "N", "C", "N", "H", "H", "H", "N", "C", "N", "H", "H", "H", "H", "H", "H"],
  "positions_angstrom": [[-2.669, 1.551, 1.665], [-2.799, 0.862, 0.874], [-1.839, -0.018, 1.164], [-1.629, -1.203, 0.549], [-1.245, 0.178, 2.069], [-1.816, -1.285, -0.415], [-1.662, -1.969, 1.218], [1.836, 1.428, -1.055], [1.753, 0.003, -1.300], [2.165, -1.076, -0.181], [1.259, 1.963, -1.736], [1.642, 1.711, -0.147], [2.426, -0.263, -2.095], [0.702, -0.079, -1.590], [1.696, -0.685, 0.699], [3.166, -1.111, -0.148]],
  "lowdin_charge": [0.03, 0.03, -0.40, 0.06, 0.10, 0.08, 0.10, -0.04, -0.32, 0.00, 0.09, 0.02, 0.08, 0.08, 0.06, 0.02],
  "charge": 0,
  "e_lumo_ev": 0.79,
  "smiles": "[H]/N=C/N.NCN"
}

---

It is found that the relative energy (zero: lowest compared OMol25 entry of this formula, charge and spin) values, taken in the order of the records, are 91.9, 149.8, 73.0, 87.4, 308.4, 179.9, 111.7, 9.4, 100.6, 774.9, 100.2, 50.9, 82.1, 118.5, 113.1, 167.5, 458.8, 307.5, 293.0, 199.0 kJ/mol.